Model P:
4
Properties=species:S:1:pos:R:3:mulliken_charge:R:1 method="wB97M-V/def2-TZVPD" molar_mass_da=144.9 e_homo_ha=-0.1244 orbital_gap_ev=7.134 total_charge=-1
O 0.8989 -0.4007 -0.5120 -0.6402
H 0.0204 -0.2040 -0.1146 0.2898
H 0.7787 -1.2668 -0.9633 0.2920
I -1.6980 1.8715 1.5899 -0.9416

=====

Model Q:
4
Properties=species:S:1:pos:R:3:mulliken_charge:R:1 method="wB97M-V/def2-TZVPD" molar_mass_da=144.9 e_homo_ha=-0.1279 orbital_gap_ev=7.351 total_charge=-1
O -0.4450 -3.5452 0.3969 -0.6633
H -0.2041 -2.6238 0.1495 0.3014
H -1.0786 -3.8313 -0.2996 0.2982
I 0.0577 0.4948 -0.0434 -0.9363

=====

Stability, lowest: model P

=====

Model P:
7
Properties=species:S:1:pos:R:3:mulliken_charge:R:1 method="wB97M-V/def2-TZVPD" molar_mass_da=122.9 e_homo_ha=-0.3568 orbital_gap_ev=10.287 smiles=C#CBr.O
C -0.2793 -1.0313 -1.1112 -0.4863
C -0.8365 -0.3030 -1.9109 0.0875
O 0.2761 0.8457 1.5335 -0.5985
Br 0.5420 -2.1217 0.0992 0.0115
H 0.2831 1.0779 2.4848 0.3017
H -1.2029 0.4740 -2.5185 0.3753
H 1.2176 1.0584 1.4231 0.3088

=====

Model Q:
7
Properties=species:S:1:pos:R:3:mulliken_charge:R:1 method="wB97M-V/def2-TZVPD" molar_mass_da=122.9 e_homo_ha=-0.3319 orbital_gap_ev=9.277
C 0.7448 -0.0450 -0.6113 -0.4885
C -0.0229 -0.6159 0.2500 0.0754
O -1.3542 0.2733 1.2015 -0.4311
Br -1.6376 1.8157 0.6478 0.0441
H 1.6066 -0.6991 -1.0577 0.1867
H 0.8762 0.9350 -0.9666 0.2966
H -0.2130 -1.6641 0.5364 0.3169

=====

Stability, lowest: model Q

=====

Model P:
7
Properties=species:S:1:pos:R:3:mulliken_charge:R:1 method="wB97M-V/def2-TZVPD" molar_mass_da=122.9 e_homo_ha=-0.3652 orbital_gap_ev=10.241
C -0.5429 -0.4925 -0.5575 0.0313
C 0.3349 0.2158 0.6700 -0.4370
O 0.0864 -1.3074 -1.1434 -0.3733
Br 0.8763 2.0354 0.0093 -0.1419
H -0.1728 0.3265 1.6742 0.3542
H 1.2157 -0.3210 0.3864 0.2927
H -1.7978 -0.4568 -1.0390 0.2741

=====

Model Q:
7
Properties=species:S:1:pos:R:3:mulliken_charge:R:1 method="wB97M-V/def2-TZVPD" molar_mass_da=122.9 e_homo_ha="-0.3485 / -0.3485" orbital_gap_ev="7.518 / 7.518"
C 0.6726 -0.1184 0.3912 -0.1404
C -0.5299 0.5279 -0.4303 -0.2109
O 0.7582 -1.2945 -0.2773 -0.5266
Br -2.2615 0.3781 0.1196 0.0360
H 1.5283 0.5914 0.2406 0.2178
H 0.4246 -0.3400 1.3992 0.2967
H -0.5922 0.2555 -1.4431 0.3274

=====

Stability, lowest: model Q

=====

Model P:
15
Properties=species:S:1:pos:R:3:mulliken_charge:R:1 method="wB97M-V/def2-TZVPD" molar_mass_da=285.9 e_homo_ha="-0.3312 / -0.3467" orbital_gap_ev="8.204 / 8.452"
C 1.9335 0.9007 0.1663 -0.2402
C 2.3386 -0.3835 -0.2110 -0.4301
C 0.6047 1.1077 0.3353 -0.4178
C 1.4749 -1.3912 -0.3366 -0.3532
C -0.2814 0.0838 0.0798 0.1401
C 0.1055 -1.1474 -0.1814 0.4083
C -3.0211 0.4695 0.1774 0.1766
F -0.6991 -2.2061 -0.1937 -0.2455
F -3.3033 0.2301 1.5614 -0.1908
Br -3.5316 -0.9856 -0.8178 0.0027
Br -3.5808 2.1368 -0.4909 -0.0249
H 2.5233 1.7983 0.4026 0.3342
H 3.4868 -0.4523 -0.2371 0.2384
H 0.2788 2.2291 0.4495 0.2178
H 1.6713 -2.3898 -0.7039 0.3842

=====

Model Q:
15
Properties=species:S:1:pos:R:3:mulliken_charge:R:1 method="wB97M-V/def2-TZVPD" molar_mass_da=285.9 e_homo_ha=-0.3583 orbital_gap_ev=10.069
C -1.4146 -0.6220 1.0406 -0.6076
C -2.1436 0.0845 0.0975 -0.3895
C -0.0386 -0.7093 0.9277 -0.2552
C -1.5043 0.6911 -0.9667 -0.4946
C 0.6056 -0.0983 -0.1348 0.4061
C -0.1246 0.6088 -1.0749 0.1493
C 2.2443 -0.0341 -0.1118 0.2221
F 0.4792 1.2409 -2.0911 -0.2968
F 2.7513 0.4041 -1.2564 -0.1696
Br 2.9600 -1.8349 0.2019 -0.0743
Br 2.8187 1.1581 1.3237 -0.0522
H -1.9060 -1.0870 1.8791 0.3907
H -3.2145 0.1752 0.1947 0.3728
H 0.5366 -1.2346 1.6738 0.3618
H -2.0496 1.2575 -1.7032 0.4369

=====

Stability, lowest: model P